1.
Below is a cluster of 3 separate species, C4H13NO3 in total in a non-equilibrium geometry, with properties calculated with wB97M-V/def2-TZVPD.

Geometry as XYZ:
```
21
Properties=species:S:1:pos:R:3:nbo_charge:R:1
C -1.081 0.159 -1.653 0.546
N -1.291 -0.882 -0.804 -0.614
C -1.652 -0.684 0.603 -0.224
C -0.419 -0.515 1.498 -0.407
C 0.492 -1.741 1.502 -0.619
O -1.199 1.330 -1.354 -0.651
H -0.832 -0.199 -2.664 0.118
H -0.788 -1.706 -1.090 0.391
H -2.233 0.233 0.613 0.229
H -2.293 -1.532 0.841 0.197
H 0.066 0.375 1.104 0.202
H -0.803 -0.325 2.495 0.212
H 1.528 -1.447 1.688 0.216
H 0.469 -2.394 0.635 0.198
H 0.229 -2.360 2.367 0.210
H 1.033 2.363 0.221 0.459
H 0.328 2.562 -1.092 0.492
O 0.833 3.054 -0.422 -0.954
H 2.217 1.829 -1.916 0.485
H 3.000 0.959 -0.914 0.469
O 2.394 0.920 -1.658 -0.956
```

Computed properties:
Structure (SMILES) ... CCCNC=O.O.O
HOMO level ... -10.0 eV
Orbital gap ... 10.657 eV
E_LUMO ... 0.650 eV
Strongest force on any atom ... 1.23 eV/A



2.
Below is a structure of composition C31H29BrIrN3O2, with properties calculated with wB97M-V/def2-TZVPD.

Geometry as XYZ:
```
67
Properties=species:S:1:pos:R:3:nbo_charge:R:1
Ir -0.544 0.337 1.249 1.102
O -0.990 1.813 -0.201 -0.409
C -1.115 3.177 0.063 0.321
C -1.122 4.050 -1.011 -0.248
C -1.200 5.417 -0.796 -0.137
C -1.259 5.931 0.489 -0.207
C -1.263 5.055 1.554 -0.146
C -1.204 3.664 1.384 -0.129
C -1.318 2.908 2.630 0.218
N -1.338 1.639 2.759 -0.521
C -1.449 1.038 4.092 -0.248
C -1.158 -0.455 3.966 -0.250
N -0.152 -0.653 2.924 -0.441
C 0.938 -1.293 3.167 0.223
C 2.080 -1.319 2.313 -0.286
C 3.104 -2.245 2.598 -0.119
C 4.276 -2.246 1.893 -0.257
C 4.465 -1.279 0.895 -0.137
C 3.493 -0.356 0.601 -0.285
C 2.268 -0.355 1.294 0.471
O 1.403 0.587 0.976 -0.636
H -1.063 3.666 -2.017 0.251
H -1.202 6.081 -1.650 0.236
H -1.304 6.998 0.656 0.237
H -1.327 5.440 2.564 0.224
H -1.420 3.526 3.525 0.191
H -2.463 1.176 4.468 0.228
H -0.754 1.528 4.776 0.213
H -2.063 -0.988 3.679 0.232
H -0.807 -0.855 4.918 0.221
H 1.012 -1.812 4.121 0.203
H 2.940 -2.965 3.391 0.217
H 5.053 -2.966 2.110 0.229
H 5.396 -1.260 0.343 0.225
H 3.633 0.387 -0.172 0.230
Br -2.458 -2.338 1.491 0.067
C -0.769 -3.074 0.978 -0.075
C -0.479 -4.351 1.358 -0.250
C 0.642 -4.997 0.791 -0.207
C 1.350 -4.391 -0.207 -0.164
C 1.019 -3.084 -0.637 -0.078
C 1.652 -2.453 -1.741 -0.216
C 1.175 -1.264 -2.208 -0.151
C 0.160 -0.543 -1.518 -0.135
C -0.240 -0.998 -0.286 -0.100
C 0.015 -2.361 0.041 -0.054
H -1.126 -4.881 2.043 0.235
H 0.886 -6.003 1.105 0.228
H 2.155 -4.915 -0.707 0.223
H 2.479 -2.948 -2.234 0.223
H 1.631 -0.816 -3.078 0.216
H 0.338 1.385 -2.487 0.236
C -0.300 -0.149 -4.653 -0.615
C -1.245 0.306 -3.535 -0.024
C -2.270 -0.790 -3.251 -0.622
C -1.968 1.558 -4.057 -0.614
C -0.463 0.675 -2.213 -0.170
N -1.453 1.440 -1.480 0.070
H -0.860 -0.182 -5.588 0.225
H 0.096 -1.147 -4.487 0.221
H 0.532 0.545 -4.791 0.207
H -2.818 -1.022 -4.165 0.223
H -2.992 -0.469 -2.497 0.217
H -1.796 -1.708 -2.900 0.219
H -2.444 1.315 -5.007 0.223
H -1.260 2.370 -4.250 0.201
H -2.737 1.917 -3.378 0.227
```

Computed properties:
Spin multiplicity ... 2
HOMO level (spin up / spin down) ... -10.1 / -10.1 eV
Orbital gap (spin up / spin down) ... 6.306 / 6.194 eV
Charge ... +1
Expectation value of S² ... 0.755
E_LUMO (spin up / spin down) ... -3.837 / -3.946 eV
Strongest force on any atom ... 0.87 eV/A



| no. | molar mass (g mol⁻¹) |
| --- | --- |
| 1 | 123.2 |
| 2 | 747.7 |